Density functional theory data (ωB97M-V/def2-TZVPD) for C31H34Br2N3O2PbSe2Si2Te2 as an isolated structure.

Last column: Löwdin charge in e.
Positions of all 79 atoms, in Å:
Pb  0.180  1.213  0.889  0.584
Se  0.471  3.505  2.810  -0.233
Te  -1.008  5.270  1.832  0.078
Te  -2.821  3.609  0.749  0.170
Se  -1.183  2.586  -0.845  -0.066
C  -0.971  -1.889  2.842  -0.207
Si  -0.739  -0.032  2.989  0.436
C  -2.228  0.736  3.803  -0.221
C  0.837  0.218  4.022  -0.334
C  0.657  0.157  5.408  -0.106
C  1.712  0.300  6.295  -0.092
C  2.988  0.523  5.804  -0.095
C  3.186  0.602  4.435  -0.108
C  2.139  0.450  3.520  -0.322
Si  2.574  0.646  1.679  0.441
C  3.122  -1.002  0.968  -0.192
C  3.938  1.914  1.482  -0.209
H  -0.819  -2.333  3.831  0.035
H  -0.250  -2.340  2.158  0.029
H  -1.981  -2.123  2.508  0.022
H  -2.485  0.223  4.735  0.027
H  -3.071  0.654  3.114  0.015
H  -2.040  1.790  4.014  0.014
H  -0.340  0.004  5.810  0.093
H  1.537  0.248  7.363  0.097
H  3.823  0.646  6.484  0.096
H  4.190  0.802  4.072  0.090
H  3.950  -1.404  1.560  0.031
H  3.457  -0.893  -0.066  0.028
H  2.306  -1.726  0.976  0.028
H  4.858  1.575  1.967  0.025
H  3.637  2.866  1.924  0.022
H  4.159  2.069  0.424  0.020
C  2.257  4.046  -0.967  -0.048
C  2.514  2.813  -1.784  -0.340
C  3.481  2.805  -2.815  -0.017
C  3.680  1.670  -3.542  -0.037
C  2.931  0.505  -3.260  -0.197
C  3.072  -0.727  -3.940  -0.643
Br  4.318  -0.910  -5.369  0.716
C  2.316  -1.802  -3.581  -0.194
C  1.390  -1.710  -2.535  -0.599
Br  0.390  -3.254  -2.095  0.826
C  1.167  -0.546  -1.791  -0.467
O  0.325  -0.474  -0.828  -0.275
C  1.987  0.593  -2.209  -0.146
N  1.808  1.741  -1.518  0.076
H  3.138  4.688  -0.940  0.080
H  1.972  3.788  0.055  0.026
H  1.425  4.615  -1.390  0.074
H  4.055  3.701  -3.016  0.108
H  4.414  1.643  -4.337  0.071
H  2.425  -2.744  -4.101  0.087
C  -2.058  -0.738  -3.507  -0.007
N  -3.311  -0.620  -2.751  -0.069
N  -3.151  -1.058  -1.430  0.043
C  -3.722  -0.149  -0.532  -0.437
O  -3.768  -0.315  0.677  0.037
C  -4.221  0.924  -1.382  -0.006
C  -3.902  0.633  -2.655  -0.299
C  -4.033  1.491  -3.862  -0.019
C  -3.064  -2.446  -1.188  -0.212
C  -2.330  -2.872  -0.094  -0.061
C  -2.270  -4.223  0.206  -0.092
C  -2.902  -5.149  -0.612  -0.104
C  -3.606  -4.716  -1.729  -0.095
C  -3.702  -3.363  -2.015  -0.023
H  -1.742  -1.780  -3.497  0.056
H  -1.271  -0.126  -3.058  0.086
H  -2.238  -0.437  -4.537  0.088
H  -4.700  1.823  -1.033  0.083
H  -4.671  2.343  -3.638  0.084
H  -4.456  0.940  -4.704  0.084
H  -3.054  1.874  -4.160  0.085
H  -1.786  -2.134  0.471  0.080
H  -1.697  -4.552  1.064  0.104
H  -2.838  -6.207  -0.389  0.095
H  -4.094  -5.436  -2.374  0.096
H  -4.263  -3.009  -2.869  0.110

The total energy comes out at -12775.43148 Ha. The HOMO-LUMO gap is 6.39 eV. The maximum force comes out at 0.18 eV/Å. The spin multiplicity is 1. The calculation puts the LUMO energy at 2.23 eV. The energy relative to the best compared isomer or geometry (same formula, charge and spin) is 32.6 kJ/mol. The net charge is -1.